{
  "formula": "C2HCl2F3S",
  "method": "wB97M-V/def2-TZVPD",
  "e_tot_ha": -1694.761967,
  "e_lumo_ev": [0.3927, -3.4334],
  "e_above_lowest_kj_mol": 281.2,
  "orbital_gap_ev": [6.70, 6.80],
  "spin_multiplicity": 3,
  "e_homo_ev": [-6.31, -10.24],
  "elements": ["C", "C", "F", "F", "F", "S", "Cl", "Cl", "H"],
  "positions_angstrom": [[0.185, 0.822, -0.785], [-0.523, -0.592, 0.520], [-0.845, 1.153, -1.554], [0.421, 1.878, 0.115], [1.266, 0.373, -1.401], [0.809, -1.057, 1.582], [-1.861, 0.357, 1.302], [-1.151, -1.970, -0.417], [1.698, -0.964, 0.637]]
}

---

{
  "formula": "C39H29F15GeN7O2RhS3",
  "method": "wB97M-V/def2-TZVPD",
  "e_tot_ha": -6917.354538,
  "e_lumo_ev": -0.5604,
  "e_above_lowest_kj_mol": 250.0,
  "orbital_gap_ev": 5.97,
  "e_homo_ev": -6.53,
  "elements": ["Rh", "C", "C", "S", "C", "C", "S", "H", "H", "H", "H", "H", "H", "N", "C", "C", "C", "C", "N", "C", "N", "N", "C", "O", "O", "H", "H", "H", "H", "H", "H", "H", "H", "H", "H", "H", "H", "H", "H", "C", "C", "N", "C", "C", "C", "C", "C", "C", "C", "C", "N", "C", "N", "H", "H", "H", "H", "H", "H", "H", "H", "H", "F", "C", "C", "C", "F", "C", "F", "C", "F", "C", "F", "Ge", "S", "C", "C", "F", "C", "F", "C", "F", "C", "F", "C", "F", "C", "C", "F", "C", "F", "C", "F", "C", "F", "C", "F"],
  "positions_angstrom": [[0.976, -0.167, -0.867], [2.031, -1.191, 3.578], [2.060, -0.685, 2.143], [0.574, -0.932, 1.255], [3.102, -0.135, 1.555], [4.451, 0.071, 2.204], [3.028, 0.411, -0.102], [1.082, -1.688, 3.798], [2.153, -0.388, 4.307], [2.826, -1.919, 3.748], [4.467, -0.296, 3.232], [4.726, 1.128, 2.214], [5.231, -0.457, 1.642], [-0.244, -2.302, -1.386], [-1.646, -2.094, -1.715], [-2.174, -3.144, -2.705], [-3.618, -3.028, -3.194], [-4.649, -3.020, -2.082], [-4.537, -1.784, -1.325], [-5.270, -1.660, -0.273], [-6.226, -2.575, 0.078], [-5.134, -0.592, 0.566], [-1.784, -0.694, -2.275], [-2.989, -0.189, -2.336], [-0.797, -0.093, -2.685], [0.261, -2.680, -2.181], [-0.129, -2.931, -0.604], [-2.222, -2.143, -0.794], [-2.042, -4.116, -2.218], [-1.510, -3.132, -3.577], [-3.820, -3.871, -3.857], [-3.748, -2.120, -3.792], [-4.481, -3.898, -1.438], [-5.646, -3.132, -2.522], [-3.665, -0.850, -1.968], [-6.173, -3.482, -0.351], [-6.545, -2.577, 1.031], [-4.541, 0.164, 0.269], [-5.882, -0.342, 1.185], [2.541, -0.821, -5.067], [1.938, -0.340, -3.923], [2.209, -0.858, -2.708], [3.062, -1.869, -2.616], [3.674, -2.448, -3.714], [3.425, -1.885, -4.955], [4.633, -3.572, -3.553], [4.581, -4.597, -2.713], [3.461, -5.024, -1.819], [3.737, -5.765, -0.685], [2.670, -6.184, 0.089], [1.404, -5.926, -0.236], [1.243, -5.218, -1.356], [2.198, -4.741, -2.158], [2.322, -0.368, -6.026], [1.233, 0.478, -3.959], [3.276, -2.211, -1.608], [3.908, -2.295, -5.839], [5.512, -3.515, -4.191], [5.448, -5.250, -2.681], [4.759, -6.002, -0.410], [2.832, -6.751, 1.000], [0.218, -5.008, -1.650], [-1.730, 5.803, 2.133], [-2.583, 4.800, 1.890], [-2.152, 3.539, 1.495], [-3.159, 2.591, 1.344], [-2.903, 1.311, 1.047], [-4.489, 2.885, 1.542], [-5.432, 1.945, 1.392], [-4.867, 4.151, 1.912], [-6.150, 4.433, 2.106], [-3.910, 5.116, 2.094], [-4.275, 6.339, 2.472], [-0.236, 3.105, 1.203], [-0.130, 1.835, -0.543], [0.531, 4.873, 0.768], [1.298, 5.684, 1.588], [1.540, 5.384, 2.872], [1.826, 6.882, 1.163], [2.563, 7.633, 1.982], [1.578, 7.319, -0.117], [2.080, 8.475, -0.534], [0.787, 6.570, -0.955], [0.518, 7.014, -2.182], [0.273, 5.377, -0.501], [-0.543, 4.735, -1.348], [0.449, 2.534, 2.952], [-0.344, 2.096, 4.002], [-1.657, 1.860, 3.863], [0.157, 1.860, 5.263], [-0.634, 1.425, 6.246], [1.488, 2.084, 5.510], [1.982, 1.871, 6.725], [2.315, 2.517, 4.500], [3.595, 2.763, 4.775], [1.797, 2.708, 3.239], [2.635, 3.188, 2.319]]
}

---

{
  "formula": "C21H28N4O2S",
  "method": "wB97M-V/def2-TZVPD",
  "e_tot_ha": -1583.931262,
  "e_lumo_ev": 0.0509,
  "e_above_lowest_kj_mol": 2226.6,
  "orbital_gap_ev": 8.03,
  "e_homo_ev": -7.98,
  "elements": ["C", "O", "C", "C", "C", "C", "C", "C", "H", "H", "N", "C", "C", "N", "C", "C", "O", "N", "C", "N", "C", "C", "S", "C", "H", "C", "C", "H", "H", "H", "C", "C", "H", "H", "H", "H", "H", "H", "H", "H", "H", "C", "C", "H", "H", "H", "H", "H", "H", "H", "H", "H", "H", "H", "H", "H"],
  "positions_angstrom": [[2.926, 3.355, 3.078], [1.680, 2.845, 3.782], [1.116, 1.605, 3.259], [1.788, 0.965, 2.237], [1.182, -0.031, 1.886], [0.136, -0.643, 2.348], [-0.293, 0.092, 3.382], [-0.020, 1.327, 3.752], [-0.426, 1.911, 4.514], [-1.447, -0.198, 3.894], [-0.710, -1.906, 1.680], [-0.273, -2.366, 0.478], [-1.338, -3.096, 0.165], [-2.650, -3.037, 0.571], [-3.262, -1.563, 0.203], [-2.778, -0.533, 1.121], [-3.325, -0.361, 2.374], [-2.036, 0.555, 0.735], [-1.486, 0.655, -0.340], [-1.163, -0.129, -1.437], [-0.369, 0.513, -2.319], [0.415, 1.480, -2.084], [-0.304, 2.041, -0.465], [1.470, 2.166, -2.817], [0.889, 3.412, -2.853], [1.276, 1.695, -4.122], [2.633, 2.358, -4.829], [2.452, 3.235, -5.006], [3.597, 1.859, -4.533], [2.572, 1.871, -5.926], [1.191, 0.165, -4.201], [-0.097, -0.184, -3.566], [0.001, -1.420, -3.352], [-0.790, -0.022, -4.199], [1.460, -0.134, -5.142], [2.032, -0.326, -3.623], [0.276, 2.190, -4.663], [2.516, 1.932, -2.296], [-2.035, 1.236, 1.410], [-2.762, -1.508, -0.956], [-4.140, -1.868, 0.296], [-2.427, -3.357, 1.883], [-1.238, -2.684, 2.658], [-1.433, -2.172, 3.710], [-0.703, -3.541, 2.779], [-2.773, -4.315, 2.330], [-3.439, -2.720, 2.604], [-1.111, -4.321, 0.456], [-1.518, -3.157, -1.074], [0.124, -1.652, -0.235], [0.633, -3.055, 0.784], [1.633, -0.800, 0.981], [2.545, 1.204, 1.801], [2.807, 3.569, 2.071], [3.151, 4.300, 3.668], [3.845, 2.564, 3.146]]
}

---

{
  "formula": "C4H11NO",
  "method": "wB97M-V/def2-TZVPD",
  "e_tot_ha": -288.971012,
  "e_lumo_ev": 0.8684,
  "e_above_lowest_kj_mol": 120.8,
  "orbital_gap_ev": 9.42,
  "smiles": "C1CCNC1.O",
  "e_homo_ev": -8.55,
  "elements": ["C", "C", "C", "N", "C", "H", "H", "H", "H", "H", "H", "H", "H", "H", "O", "H", "H"],
  "positions_angstrom": [[0.456, -1.174, -0.886], [0.857, -1.004, 0.586], [1.194, 0.486, 0.735], [0.388, 1.064, -0.337], [0.443, 0.216, -1.497], [-0.571, -1.570, -1.005], [1.113, -1.727, -1.584], [1.703, -1.700, 0.746], [0.039, -1.306, 1.268], [2.280, 0.593, 0.552], [0.998, 0.779, 1.784], [0.295, 2.072, -0.517], [-0.453, 0.483, -2.091], [1.333, 0.408, -2.126], [-3.512, 0.483, 1.659], [-2.594, 0.584, 1.321], [-3.968, 1.313, 1.392]]
}